[1]
65
Properties=species:S:1:pos:R:3:mulliken_charge:R:1 method="wB97M-V/def2-TZVPD" e_tot_ha=-5059.7722 orbital_gap_ev=6.96 smiles="[H]/N=C/CC1=C(CCCCC(F)(F)C(F)(F)S(F)(F)(F)(F)F)C(=O)C(C[C@H](O)CN)=C(Br)C1=O.CC(C)O" homo_ev=-9.3
Br 0.292 5.429 -5.408 -0.109
S 2.268 -3.771 1.391 1.163
F 2.570 -2.432 0.383 -0.270
F -1.772 -2.721 0.742 -0.337
F 2.093 -5.215 2.364 -0.364
F -0.080 -2.038 -0.753 -0.249
F 2.257 -2.863 2.840 -0.227
F 2.379 -4.849 0.022 -0.330
F -0.184 -4.242 2.463 -0.214
F 3.963 -3.944 1.575 -0.289
F 0.077 -4.843 0.165 -0.252
O -0.718 1.625 -5.708 -0.528
O -0.486 -2.540 5.522 -0.520
O 0.425 0.781 -2.197 -0.644
O -1.941 5.986 -2.899 -0.591
N -4.337 3.531 -1.048 -0.489
N 0.697 -0.845 -6.185 -0.640
C -3.949 4.754 -0.497 -0.035
C 0.423 -3.172 6.418 0.303
C -1.151 1.808 0.357 -0.100
C -0.291 -2.395 0.701 0.852
C 0.849 0.086 1.183 -0.254
C -1.465 4.069 -1.244 0.124
C 0.410 2.933 -3.566 0.666
C 1.411 0.429 -6.656 -0.653
C -0.170 4.311 -3.810 -0.272
C 0.185 1.602 1.285 -0.845
C -0.922 2.690 -1.006 0.107
C -2.339 4.862 -0.101 -1.000
C 1.510 2.286 -4.611 -0.959
C -0.132 -1.112 1.716 -0.579
C -0.349 -4.081 7.362 -1.279
C -0.021 2.039 -2.241 0.167
C 1.457 -3.951 5.620 -0.878
C -1.218 4.861 -2.672 0.509
C 0.741 1.782 -5.996 0.242
C 0.437 -3.771 1.168 0.536
H -1.979 5.999 -0.137 0.356
H -1.211 -0.612 1.826 0.413
H -1.175 2.329 -6.269 0.347
H 1.007 2.353 0.855 0.344
H -1.097 -3.509 7.920 0.325
H 1.783 0.109 1.927 0.323
H -5.373 3.583 -1.271 0.229
H 1.299 -0.068 0.114 0.171
H -0.932 -3.233 5.008 0.336
H -1.556 0.742 0.017 0.255
H 1.269 0.521 -7.828 0.288
H 2.536 0.409 -6.326 0.289
H 2.181 -4.437 6.281 0.437
H 2.131 1.390 -4.125 0.273
H 0.978 -4.719 5.002 0.223
H 0.153 -1.419 2.834 0.076
H -1.996 2.284 1.052 0.307
H 0.322 -4.570 8.075 0.375
H -4.686 5.649 -0.318 0.306
H -0.892 -4.853 6.805 0.326
H -2.105 4.489 0.984 0.365
H 0.041 1.909 2.412 0.297
H 0.873 2.686 -6.763 0.292
H 2.307 3.133 -4.864 0.368
H -0.250 -0.862 -6.660 0.289
H 0.534 -0.714 -5.156 0.278
H 0.920 -2.382 6.992 0.280
H 1.996 -3.287 4.937 0.072


[2]
70
Properties=species:S:1:pos:R:3:mulliken_charge:R:1 method="wB97M-V/def2-TZVPD" total_charge=+1 e_tot_ha=-8166.7066 orbital_gap_ev=6.37 homo_ev=-11.9
Cl -2.528 6.567 -1.633 -0.058
Cl -6.411 -1.709 -8.026 -0.112
Cl 1.115 3.324 -3.289 -0.098
Cl -4.259 0.344 -3.305 -0.089
Cl 1.149 5.282 -5.445 -0.120
Cl 1.888 5.109 2.185 -0.097
Cl 2.632 5.464 -0.609 -0.105
Cl -2.580 8.376 0.649 -0.124
Cl -4.524 -2.464 -2.580 -0.083
Cl -1.191 5.047 -3.726 -0.108
Cl -4.997 7.937 -0.917 -0.121
Cl -4.473 -2.670 -6.075 -0.105
Cl -0.125 4.844 0.097 -0.083
Cl -3.279 -0.594 -0.727 -0.078
Cl -6.875 -1.285 -5.182 -0.110
O 0.431 1.699 3.182 -0.372
O 0.023 -4.578 -2.382 -0.564
O 3.944 3.093 2.631 -0.480
O 3.544 -3.112 4.760 -0.475
O 2.525 -4.857 3.463 -0.501
N -0.859 -0.295 2.251 0.045
N 0.669 -3.457 -0.187 0.500
C -3.508 7.202 -0.300 0.000
C -0.870 -2.195 -2.019 -0.300
C 2.954 2.000 2.509 0.286
C -0.319 -4.518 1.989 -0.889
C 2.459 1.932 0.948 -0.468
C 2.069 -2.892 -0.261 -0.229
C 1.313 -2.495 3.298 0.318
C -6.190 -2.375 -6.400 0.037
C -4.519 -0.799 -1.976 -0.162
C 1.455 -0.857 3.577 -0.402
C 0.575 4.930 -3.806 0.226
C -0.036 -2.924 2.409 0.237
C 0.366 0.238 3.022 0.037
C 1.757 2.161 3.616 -0.553
C -0.008 -3.544 -1.536 0.060
C 2.448 -3.549 3.834 0.666
C -1.106 -1.752 1.932 -0.424
C 1.352 5.684 0.597 -0.138
C 0.588 -4.744 0.602 -0.447
C 3.186 -3.882 -0.941 -0.905
H 1.459 2.499 0.724 0.031
H -5.495 -0.591 -1.529 0.394
H 3.313 2.388 0.252 0.311
H 2.801 -4.421 -1.905 0.249
H 4.304 -3.768 4.569 0.396
H -1.163 -1.566 -1.051 -0.121
H 2.487 -2.489 0.767 0.046
H 3.529 -4.633 -0.081 0.245
H 2.351 0.802 0.579 -0.030
H -2.054 -2.145 1.332 0.463
H 4.720 2.712 3.146 0.324
H 1.987 1.665 4.651 0.324
H 2.005 -1.933 -0.968 0.275
H 0.026 -5.620 0.015 0.365
H -6.720 -3.330 -6.344 0.296
H -1.806 -2.491 -2.673 0.220
H 4.102 -3.188 -1.256 0.351
H -1.593 0.396 1.909 0.355
H -1.461 -4.685 1.794 0.357
H 2.401 -0.513 4.174 0.377
H 1.647 3.328 3.830 0.235
H -3.780 6.369 0.353 0.277
H -0.131 -1.486 -2.632 0.230
H 1.617 -5.165 0.975 0.179
H 1.132 6.752 0.673 0.429
H 1.000 5.672 -3.125 0.107
H 3.536 0.996 2.735 0.374
H 0.002 -5.238 2.857 0.328


[3]
57
Properties=species:S:1:pos:R:3:mulliken_charge:R:1 method="wB97M-V/def2-TZVPD" total_charge=-1 s_squared=8.791 relative_energy_ev=0.000 e_tot_ha=-1799.0281 multiplicity=6 orbital_gap_ev="2.88 / 6.24" homo_ev="0.0 / -3.7"
Ru -0.394 0.003 -0.041 0.455
Cl 1.419 -0.128 -1.429 -0.548
O -0.773 4.193 -0.097 -0.455
O -1.557 0.225 1.494 -0.525
O -0.592 -4.225 -0.318 -0.392
O -1.080 0.563 3.573 -0.838
N -0.041 2.092 0.017 0.734
N -0.625 0.257 2.490 0.243
N -0.184 -2.099 0.223 0.560
C -1.791 -1.280 -1.974 0.483
C -1.832 1.220 -1.919 0.452
C -0.859 2.540 -3.820 -1.990
C -1.176 -1.224 -3.215 1.095
C -1.953 -0.048 -1.252 -0.907
C 0.437 -2.708 2.498 -1.722
C -1.217 1.231 -3.164 1.594
C -2.171 2.466 -1.159 -1.897
C -0.968 2.919 -0.404 0.516
C -0.873 0.022 -3.775 -0.848
C 2.231 -2.372 0.814 -1.743
C 0.611 -4.278 0.534 -0.839
C -0.936 -2.950 -0.432 0.544
C 0.809 -2.850 1.035 1.397
C 2.217 2.987 -0.509 -1.604
C -2.106 -2.551 -1.262 -1.563
C 1.657 2.262 1.796 -1.680
C -0.765 -2.499 -3.904 -2.037
C 0.456 4.242 0.733 -0.776
C 1.108 2.879 0.529 1.168
H -0.553 -3.147 2.666 0.442
H 0.150 4.396 1.778 0.364
H -1.705 3.234 -3.816 0.290
H 0.424 -5.010 1.330 0.296
H 1.815 3.349 -1.465 0.282
H 1.440 -4.625 -0.100 0.358
H 2.956 3.711 -0.139 0.466
H -2.948 2.250 -0.410 0.443
H 2.700 2.018 -0.669 0.329
H -2.364 -3.374 -1.938 0.306
H 1.043 5.101 0.385 0.297
H 1.175 -3.248 3.105 0.441
H 0.851 2.032 2.501 0.419
H 0.413 -1.653 2.802 0.298
H 2.215 1.340 1.582 0.148
H -1.602 -3.201 -3.978 0.286
H 2.345 2.980 2.262 0.403
H 2.376 -1.345 1.175 0.086
H -0.560 2.371 -4.859 0.456
H -2.442 -0.084 -0.229 1.018
H -0.408 -2.288 -4.917 0.440
H 2.903 -3.032 1.380 0.444
H -2.515 3.279 -1.808 0.371
H 0.046 -3.009 -3.365 0.216
H 2.494 -2.423 -0.248 0.477
H -2.939 -2.384 -0.564 0.392
H -0.368 0.051 -4.744 0.185
H -0.021 3.039 -3.312 0.172